Entry from the OMol25 dataset: a cluster of 11 separate species, C61H154N10O20 in total in a non-equilibrium geometry (wB97M-V/def2-TZVPD).

Calculated values
F_max = 3.9 eV/Å
LUMO level = 0.57 eV
structure (SMILES) = COC[C@H](C)N.COCCNCCOC.COCCNCCOC.COCCNCCOC.COCCNCCOC.COCCNCCOC.COCCNCCOC.COCCNCCOC.COCCNCCOC.COCCNCCOC.CC(C)O

CARTESIAN COORDINATES (ANGSTROEM)
C: -16.181 -19.003 16.425
C: -14.872 -19.100 15.656
C: -14.698 -20.454 14.971
O: -14.749 -18.081 14.658
H: -16.995 -19.536 15.929
H: -16.427 -17.962 16.625
H: -16.096 -19.500 17.397
H: -14.007 -18.964 16.306
H: -15.519 -20.616 14.270
H: -14.644 -21.224 15.747
H: -13.758 -20.519 14.422
H: -15.487 -18.189 14.013
C: -7.042 -25.701 12.303
O: -7.280 -24.348 12.013
C: -7.836 -24.109 10.743
C: -7.992 -22.596 10.604
N: -8.891 -22.011 11.595
C: -10.317 -22.172 11.251
C: -11.123 -21.818 12.483
O: -10.920 -22.773 13.519
C: -11.016 -22.188 14.808
H: -6.148 -25.780 12.925
H: -6.802 -26.272 11.398
H: -7.895 -26.151 12.820
H: -8.790 -24.643 10.654
H: -7.202 -24.436 9.909
H: -8.272 -22.266 9.601
H: -6.999 -22.158 10.746
H: -8.780 -22.572 12.438
H: -10.597 -23.196 10.967
H: -10.531 -21.471 10.446
H: -12.179 -21.815 12.190
H: -10.859 -20.823 12.848
H: -10.736 -22.939 15.543
H: -11.984 -21.708 14.939
H: -10.220 -21.440 14.916
C: -13.516 -24.494 10.832
O: -13.663 -23.281 10.134
C: -13.356 -23.462 8.764
C: -13.439 -22.083 8.092
N: -12.655 -21.143 8.912
C: -12.878 -19.747 8.538
C: -12.143 -18.824 9.495
O: -12.729 -18.997 10.781
C: -12.272 -18.069 11.737
H: -12.481 -24.786 11.029
H: -13.912 -25.360 10.278
H: -14.155 -24.480 11.716
H: -13.977 -24.184 8.223
H: -12.337 -23.860 8.681
H: -14.500 -21.818 8.057
H: -12.956 -22.109 7.116
H: -13.040 -21.243 9.848
H: -13.946 -19.486 8.539
H: -12.551 -19.585 7.508
H: -12.335 -17.767 9.258
H: -11.059 -18.967 9.561
H: -12.756 -18.306 12.685
H: -12.570 -17.031 11.544
H: -11.182 -18.108 11.819
C: -17.603 -13.996 16.812
O: -18.897 -14.210 16.303
C: -18.964 -14.144 14.889
C: -18.480 -15.398 14.179
N: -19.441 -16.509 14.214
C: -19.689 -17.118 15.522
C: -20.514 -18.379 15.366
O: -21.894 -18.150 15.124
C: -22.571 -17.623 16.248
H: -17.622 -14.039 17.898
H: -17.188 -13.036 16.488
H: -16.907 -14.773 16.474
H: -18.452 -13.246 14.523
H: -20.025 -14.021 14.659
H: -17.490 -15.718 14.510
H: -18.388 -15.168 13.112
H: -20.298 -16.175 13.788
H: -20.193 -16.399 16.176
H: -18.733 -17.354 15.989
H: -20.385 -18.986 16.277
H: -20.199 -19.055 14.571
H: -22.362 -16.580 16.484
H: -22.381 -18.217 17.151
H: -23.637 -17.772 16.079
C: -21.187 -15.476 8.447
O: -21.046 -16.341 9.551
C: -19.964 -17.244 9.382
C: -19.890 -18.306 10.470
N: -21.018 -19.200 10.667
C: -21.548 -19.757 9.418
C: -20.515 -20.695 8.775
O: -21.210 -21.544 7.882
C: -20.394 -22.338 7.073
H: -22.036 -14.828 8.665
H: -21.431 -15.984 7.510
H: -20.286 -14.860 8.362
H: -19.046 -16.640 9.396
H: -19.960 -17.715 8.392
H: -19.643 -17.892 11.452
H: -19.024 -18.921 10.195
H: -21.794 -18.729 11.117
H: -21.882 -18.997 8.706
H: -22.421 -20.381 9.621
H: -20.049 -21.340 9.528
H: -19.737 -20.118 8.262
H: -21.011 -23.036 6.506
H: -19.746 -22.950 7.717
H: -19.798 -21.779 6.343
C: -24.410 -28.165 10.732
O: -23.497 -27.129 10.393
C: -24.039 -25.841 10.611
C: -22.983 -24.789 10.339
N: -21.796 -24.932 11.191
C: -20.803 -23.945 10.855
C: -19.473 -24.252 11.529
O: -18.964 -25.463 11.022
C: -17.747 -25.836 11.622
H: -25.085 -28.335 9.890
H: -24.998 -27.920 11.622
H: -23.775 -29.018 10.957
H: -24.374 -25.792 11.654
H: -24.900 -25.634 9.964
H: -23.394 -23.794 10.522
H: -22.668 -24.882 9.290
H: -21.436 -25.858 10.978
H: -21.113 -22.920 11.066
H: -20.595 -23.953 9.769
H: -19.682 -24.282 12.604
H: -18.755 -23.450 11.321
H: -17.475 -26.829 11.275
H: -17.780 -25.766 12.712
H: -16.940 -25.170 11.284
C: -23.643 -22.217 19.460
O: -23.414 -22.307 18.079
C: -22.668 -21.197 17.614
C: -22.843 -21.039 16.104
N: -22.416 -22.235 15.365
C: -22.708 -22.031 13.926
C: -21.643 -21.149 13.209
O: -20.371 -21.618 13.562
C: -19.434 -20.960 12.757
H: -24.008 -23.182 19.810
H: -24.421 -21.480 19.705
H: -22.788 -21.912 20.074
H: -21.609 -21.344 17.858
H: -23.020 -20.281 18.102
H: -22.246 -20.163 15.817
H: -23.882 -20.744 15.944
H: -21.398 -22.169 15.344
H: -23.700 -21.583 13.860
H: -22.721 -22.966 13.359
H: -21.789 -20.119 13.552
H: -21.879 -21.205 12.146
H: -19.543 -19.872 12.728
H: -19.452 -21.315 11.722
H: -18.412 -21.139 13.095
C: -17.047 -14.966 8.779
O: -17.477 -13.838 9.492
C: -18.896 -13.643 9.584
C: -19.163 -12.192 9.871
N: -18.943 -11.376 8.679
C: -19.296 -9.985 8.851
C: -19.025 -9.140 7.631
O: -17.631 -9.006 7.400
C: -17.220 -8.296 6.275
H: -15.961 -15.007 8.855
H: -17.230 -14.912 7.699
H: -17.532 -15.843 9.221
H: -19.207 -14.330 10.378
H: -19.308 -13.935 8.611
H: -18.465 -11.900 10.672
H: -20.175 -12.047 10.252
H: -18.034 -11.619 8.310
H: -18.961 -9.518 9.786
H: -20.389 -9.983 8.948
H: -19.448 -8.133 7.676
H: -19.483 -9.653 6.776
H: -17.472 -8.896 5.387
H: -16.130 -8.226 6.254
H: -17.608 -7.272 6.233
C: -18.096 -22.755 7.427
O: -18.020 -21.383 7.142
C: -17.742 -20.613 8.303
C: -17.672 -19.156 7.935
N: -18.893 -18.710 7.261
C: -18.775 -17.367 6.695
C: -19.991 -17.155 5.813
O: -19.854 -17.986 4.667
C: -20.827 -17.673 3.697
H: -17.084 -23.174 7.503
H: -18.563 -23.278 6.591
H: -18.643 -23.028 8.335
H: -16.759 -20.911 8.696
H: -18.452 -20.875 9.096
H: -16.797 -18.978 7.297
H: -17.601 -18.599 8.875
H: -19.179 -19.431 6.611
H: -17.844 -17.322 6.111
H: -18.618 -16.694 7.533
H: -20.197 -16.129 5.484
H: -20.920 -17.439 6.327
H: -20.935 -16.623 3.411
H: -21.826 -17.941 4.072
H: -20.635 -18.327 2.851
C: -13.834 -13.395 13.887
O: -13.890 -12.816 12.606
C: -15.220 -12.770 12.093
C: -15.230 -11.880 10.849
N: -15.638 -10.517 11.246
C: -15.743 -9.620 10.084
C: -14.418 -9.238 9.451
O: -13.541 -8.725 10.438
C: -12.395 -8.072 9.920
H: -14.529 -12.990 14.624
H: -12.827 -13.187 14.261
H: -13.895 -14.490 13.861
H: -15.970 -12.394 12.791
H: -15.410 -13.803 11.765
H: -15.870 -12.339 10.094
H: -14.248 -11.830 10.363
H: -14.816 -10.170 11.740
H: -16.269 -8.760 10.511
H: -16.413 -9.959 9.292
H: -14.680 -8.398 8.790
H: -13.911 -10.039 8.905
H: -11.919 -7.679 10.817
H: -12.687 -7.239 9.277
H: -11.703 -8.750 9.417
C: -15.837 -16.800 11.650
C: -16.616 -18.125 11.686
C: -15.739 -19.327 11.412
O: -16.630 -20.448 11.481
C: -15.989 -21.707 11.574
N: -17.172 -18.267 13.040
H: -15.012 -16.945 10.944
H: -15.412 -16.467 12.594
H: -16.503 -16.022 11.276
H: -17.424 -18.072 10.944
H: -14.973 -19.429 12.183
H: -15.436 -19.361 10.363
H: -15.095 -21.643 12.203
H: -15.672 -21.977 10.563
H: -16.645 -22.473 11.983
H: -17.928 -17.622 13.277
H: -17.532 -19.204 13.189

Forces on atoms 1 to 3 (eV/Å):
C 0.179 -0.375 0.549
C 0.389 -0.075 -1.124
C 0.118 -0.031 0.581

Mulliken atomic charge list, values in e, 4 entries:
1. C -1.1574
2. C 0.4000
3. C 0.3383
4. O -0.5726